*1*
ORCA calculation (the ωB97M-V functional and the def2-TZVPD basis) on a 3-piece molecular cluster, C5H17NO2 overall.

Atoms and positions in Å:
C 0.29 2.27 -0.67
C 0.24 1.06 0.26
C -1.13 0.45 0.42
C -1.15 -1.07 0.43
C -1.30 -1.74 -0.93
N 0.89 1.50 1.52
H 0.01 2.04 -1.70
H 1.34 2.62 -0.73
H -0.26 3.14 -0.34
H 1.01 0.33 -0.14
H -1.86 0.82 -0.31
H -1.49 0.87 1.39
H -1.97 -1.51 1.02
H -0.31 -1.34 1.07
H -0.33 -2.00 -1.37
H -1.69 -1.05 -1.70
H -1.97 -2.59 -1.02
H 0.72 2.47 1.75
H 0.60 0.90 2.29
H 1.99 -0.87 1.82
H 1.67 -2.03 2.93
O 1.51 -1.68 2.04
H 1.44 -1.57 -2.76
H 0.78 -0.25 -2.24
O 0.96 -0.77 -3.02

Computed properties:
Molar mass (g mol⁻¹): 123.20
HOMO level (hartree): -0.3460
Lowest unoccupied orbital energy (eV): 0.755
SMILES: CCC[C@@H](C)N.O.O
HOMO-LUMO gap (eV): 10.1694

*2*
ORCA calculation (the ωB97M-V functional and the def2-TZVPD basis) on a 3-piece molecular cluster, C5H17NO2 overall.

Atoms and positions in Å:
C 0.64 -1.28 0.23
C 0.06 0.03 -0.01
C 0.69 1.20 0.78
C -0.39 2.30 0.77
C 2.14 1.59 0.39
N 0.13 0.27 -1.54
H 0.50 -1.46 1.25
H 0.35 -2.12 -0.35
H 1.85 -1.06 0.04
H -1.12 -0.08 0.18
H 0.69 0.80 1.80
H -1.31 2.00 1.33
H -0.47 2.81 -0.23
H -0.06 3.21 1.19
H 2.18 2.07 -0.59
H 2.42 2.45 1.03
H 2.83 0.82 0.58
H -0.47 1.04 -1.90
H 1.10 0.43 -1.75
H -1.64 -2.71 0.16
H -1.78 -3.81 0.91
O -1.60 -3.68 0.03
H -1.62 -1.98 -1.70
H -3.01 -1.44 -1.35
O -2.09 -1.39 -1.26

Computed properties:
Molar mass (g mol⁻¹): 123.20
HOMO level (hartree): -0.3228
Lowest unoccupied orbital energy (eV): 0.765
SMILES: CC(C)[C@H](C)N.O.O
HOMO-LUMO gap (eV): 9.5478

It turns out *1* is the most stable, with the second structure 30.7 kcal/mol higher.

*1*
ORCA calculation (the ωB97M-V functional and the def2-TZVPD basis) on a 4-piece molecular cluster, C5H17NO2 overall.

Atoms and positions in Å:
C -0.20 -2.35 -0.08
C -0.64 -0.94 -0.26
N 0.20 -0.06 -1.11
C -0.15 1.35 -1.03
C 0.75 2.40 -0.33
C 0.02 -0.46 -2.53
H -1.00 -3.07 0.09
H 0.49 -2.51 0.75
H 0.37 -2.69 -0.95
H -1.66 -0.94 -0.69
H -0.74 -0.23 0.57
H -0.25 1.80 -2.02
H -1.15 1.43 -0.56
H 0.80 2.29 0.78
H 1.80 2.33 -0.63
H 0.35 3.38 -0.57
H -0.84 0.06 -2.97
H 0.90 -0.11 -3.07
H -0.20 -1.51 -2.64
H 0.67 -1.85 3.03
H 0.96 -0.01 1.00
O 0.28 -1.19 2.42
H -1.11 1.52 2.32
H 0.01 0.36 2.52
O -0.23 1.23 2.10

Computed properties:
Molar mass (g mol⁻¹): 123.20
HOMO level (hartree): -0.3324
Lowest unoccupied orbital energy (eV): -1.748
HOMO-LUMO gap (eV): 7.2976

*2*
ORCA calculation (the ωB97M-V functional and the def2-TZVPD basis) on a 3-piece molecular cluster, C5H17NO2 overall.

Atoms and positions in Å:
C -0.65 0.40 -1.38
N 0.22 -0.12 -0.22
C 0.09 -1.66 -0.21
C -1.06 -1.96 0.78
C 1.58 0.32 -0.51
C -0.52 2.09 -1.42
H -1.59 -0.04 -1.28
H -0.44 0.00 -2.31
H 0.97 -2.03 0.25
H -0.19 -2.20 -1.25
H -1.44 -2.95 0.65
H -0.87 -2.04 1.91
H -1.89 -1.36 0.73
H 1.75 1.37 -0.59
H 2.09 -0.34 -1.16
H 2.26 -0.05 0.46
H -1.18 2.39 -2.28
H -0.88 2.63 -0.51
H 0.55 2.33 -1.64
H 1.13 -0.70 1.90
H 2.72 -0.59 2.33
O 1.82 -0.83 2.60
H -1.87 2.36 0.65
H -0.86 1.30 1.11
O -1.74 1.68 1.39

Computed properties:
Molar mass (g mol⁻¹): 123.20
HOMO level (hartree): -0.3491
Lowest unoccupied orbital energy (eV): 0.773
SMILES: CCN(C)CC.O.O
HOMO-LUMO gap (eV): 10.2741

*3*
ORCA calculation (the ωB97M-V functional and the def2-TZVPD basis) on a 3-piece molecular cluster, C5H17NO2 overall.

Atoms and positions in Å:
C -2.11 0.98 -0.61
N -1.24 -0.16 -0.78
C -1.22 -1.14 0.28
C 0.18 -1.22 1.02
C 0.79 -2.60 0.97
C -0.03 -0.55 2.39
H -2.02 1.70 -1.41
H -3.14 0.62 -0.45
H -1.98 1.53 0.34
H -0.39 0.00 -1.29
H -1.94 -0.94 1.06
H -1.48 -2.12 -0.13
H 0.81 -0.51 0.46
H 0.44 -3.17 0.12
H 1.87 -2.55 0.79
H 0.61 -3.12 1.92
H -0.64 0.36 2.26
H -0.63 -1.24 2.99
H 0.83 -0.11 2.90
H 1.53 2.23 -0.90
H 0.78 3.08 0.12
O 1.66 2.78 -0.11
H 2.29 1.06 -2.30
H 1.11 0.21 -2.72
O 1.38 1.14 -2.68

Computed properties:
Molar mass (g mol⁻¹): 123.20
HOMO level (hartree): -0.3021
Lowest unoccupied orbital energy (eV): 0.450
SMILES: CNCC(C)C.O.O
HOMO-LUMO gap (eV): 8.6702

*4*
ORCA calculation (the ωB97M-V functional and the def2-TZVPD basis) on a 3-piece molecular cluster, C5H17NO2 overall.

Atoms and positions in Å:
C 0.71 -0.65 -1.91
C -0.59 -0.59 -2.70
C 0.92 0.53 -0.96
N 0.33 0.47 0.39
C -0.64 1.51 0.80
C -2.06 0.99 0.98
H 1.55 -0.63 -2.60
H 0.89 -1.60 -1.40
H -0.54 0.06 -3.57
H -0.73 -1.58 -3.14
H -1.49 -0.43 -2.10
H 1.99 0.68 -0.80
H 0.62 1.44 -1.49
H -0.09 -0.44 0.50
H -0.54 2.33 0.09
H -0.25 1.90 1.74
H -2.82 1.77 0.97
H -2.10 0.52 1.97
H -2.31 0.18 0.30
H 2.10 1.21 1.98
H 2.36 -0.13 2.49
O 2.67 0.77 2.65
H -0.71 -3.17 0.78
H -2.06 -2.78 0.09
O -1.22 -2.43 0.37

Computed properties:
Molar mass (g mol⁻¹): 123.20
HOMO level (hartree): -0.3125
Lowest unoccupied orbital energy (eV): 0.368
SMILES: CCCNCC.O.O
HOMO-LUMO gap (eV): 8.8707

It turns out *4* is the most stable, with the second structure 9.7 kcal/mol higher.

*1*
ORCA calculation (the ωB97M-V functional and the def2-TZVPD basis) on an isolated ion of composition C3H10N5 and charge +1.

Atoms and positions in Å:
C 0.28 -0.36 0.73
C 0.82 1.99 0.43
C -1.71 -1.38 -0.65
N 1.38 -1.67 0.13
N 1.90 -1.10 -0.88
N 1.65 0.12 -1.02
N 0.70 0.68 -0.11
N -1.11 -0.66 0.57
H 0.43 -0.35 1.87
H 1.58 2.68 0.06
H -0.17 2.52 0.23
H 0.94 2.08 1.49
H -1.90 -0.73 -1.51
H -1.04 -2.11 -1.06
H -2.71 -1.60 -0.34
H 1.88 0.70 -1.87
H -1.49 -1.17 1.39
H -1.43 0.35 0.55

Computed properties:
Total charge: +1
Molar mass (g mol⁻¹): 116.15
HOMO level (hartree): -0.4807
Lowest unoccupied orbital energy (eV): -3.421
SMILES: C[NH2+][C@H]1N=NNN1C
HOMO-LUMO gap (eV): 9.6587

*2*
ORCA calculation (the ωB97M-V functional and the def2-TZVPD basis) on a 2-piece molecular cluster, C3H10N5 overall.

Atoms and positions in Å:
C 0.07 1.49 0.90
C -1.27 1.13 1.58
C 0.12 0.32 -1.35
N 0.28 1.02 -0.30
N 0.93 2.32 1.64
N -2.10 0.51 0.86
N -0.19 0.83 -2.52
N 0.53 -2.44 -0.10
H -1.35 1.30 2.71
H 0.34 -0.67 -1.16
H 0.48 2.58 2.54
H 1.69 2.54 1.02
H -2.86 0.19 1.33
H 1.45 -2.21 0.02
H -0.76 0.19 -3.11
H -0.52 1.82 -2.53
H 0.25 -2.58 0.93
H 0.55 -3.38 -0.53

Computed properties:
Total charge: +1
Molar mass (g mol⁻¹): 116.15
HOMO level (hartree): -0.5120
Lowest unoccupied orbital energy (eV): -3.885
HOMO-LUMO gap (eV): 10.0474

*3*
ORCA calculation (the ωB97M-V functional and the def2-TZVPD basis) on an isolated ion of composition C3H10N5 and charge +1.

Atoms and positions in Å:
C -0.63 0.55 -0.24
C -0.78 1.67 0.76
C 1.75 -0.08 -1.43
N -2.27 -0.88 -0.01
N 1.20 -0.92 0.71
N -0.13 -1.46 0.72
N 1.17 0.29 -0.09
N -1.06 -0.71 0.18
H -0.93 0.91 -1.21
H -0.10 1.57 1.61
H -1.80 1.72 1.09
H -0.47 2.52 0.20
H 1.42 0.61 -2.13
H 2.77 -0.07 -1.39
H 1.40 -1.04 -1.81
H -2.64 -1.74 0.22
H 1.42 -0.60 1.61
H -0.30 -2.34 1.20

Computed properties:
Total charge: +1
Molar mass (g mol⁻¹): 116.15
HOMO level (hartree): -0.5198
Lowest unoccupied orbital energy (eV): -5.173
SMILES: [H]/N=[N+]1\NNN(C)[C@@H]1C
HOMO-LUMO gap (eV): 8.9727

It turns out *2* is the most stable, with the second structure 83.3 kcal/mol higher.

*1*
ORCA calculation (the ωB97M-V functional and the def2-TZVPD basis) on an isolated molecule of C11H21N5O5.

Atoms and positions in Å:
C -0.40 -0.62 -2.34
C -0.28 0.29 -1.09
C 0.96 -0.86 -2.96
C 1.99 -1.82 -2.37
C 2.47 -1.59 -0.95
C 3.60 -0.28 0.59
C -0.96 0.97 1.11
C 0.37 0.56 1.67
C -2.09 0.51 2.17
C -3.47 1.12 2.07
C -4.30 0.66 0.91
H -1.16 0.83 -3.47
H -1.23 -0.64 -4.12
H -0.59 -1.65 -1.92
H 1.48 0.06 -3.04
H 0.79 -1.26 -3.95
H 2.96 -1.83 -2.97
H 1.68 -2.86 -2.42
H 1.58 -1.69 -0.28
H 3.22 -2.27 -0.57
H 2.56 0.68 -0.84
H 3.63 -0.79 2.48
H 5.03 0.91 0.02
H 5.43 0.32 1.55
H -1.84 -0.48 -0.13
H -0.96 2.04 1.25
H -2.08 -0.59 2.31
H -1.71 0.87 3.18
H -4.03 0.94 3.03
H -3.35 2.21 1.89
H -4.80 -0.74 -0.28
H 1.59 -0.84 1.66
N -1.32 -0.16 -3.28
N 3.03 -0.20 -0.65
N 3.25 -1.02 1.58
N 4.70 0.54 0.91
N -1.28 0.26 -0.10
O 0.59 1.11 -1.13
O 1.28 1.27 1.92
O -4.90 1.30 0.10
O -4.33 -0.71 0.60
O 0.57 -0.84 1.60

Computed properties:
Molar mass (g mol⁻¹): 303.32
HOMO level (hartree): -0.3321
Lowest unoccupied orbital energy (eV): 0.709
SMILES: [H]/N=C(\N)NCCC[C@H](N)C(=O)N[C@@H](CCC(=O)O)C(=O)O
HOMO-LUMO gap (eV): 9.7464

*2*
ORCA calculation (the ωB97M-V functional and the def2-TZVPD basis) on an isolated molecule of C11H21N5O5.

Atoms and positions in Å:
C 0.94 1.23 -0.67
C 1.73 1.44 0.68
C 2.03 1.01 -1.78
C 1.55 0.56 -3.12
C 0.70 -0.70 -3.07
C -1.61 -1.39 -2.28
C 0.84 -0.62 1.83
C 1.55 -1.39 0.74
C -0.67 -0.71 1.84
C -1.28 0.20 2.98
C -2.74 0.68 2.72
H 0.67 3.34 -0.67
H -0.73 2.47 -0.36
H 0.17 0.51 -0.71
H 2.67 1.90 -1.87
H 2.64 0.18 -1.41
H 2.43 0.44 -3.78
H 1.00 1.35 -3.60
H 1.26 -1.54 -2.53
H 0.60 -1.00 -4.09
H -1.12 0.33 -2.89
H -3.55 -1.74 -2.10
H -1.77 -3.43 -1.94
H -0.24 -2.66 -1.35
H 2.12 0.70 2.35
H 1.26 -1.08 2.77
H -0.93 -1.76 2.11
H -1.05 -0.39 0.89
H -1.25 -0.01 4.09
H -0.71 1.15 2.95
H -3.85 1.26 1.39
H 3.29 -1.93 0.30
N 0.16 2.45 -0.87
N -0.64 -0.44 -2.46
N -2.82 -1.01 -2.24
N -1.13 -2.65 -1.99
N 1.39 0.75 1.72
O 2.64 2.32 0.76
O 1.12 -1.79 -0.28
O -3.52 1.03 3.56
O -3.09 0.76 1.41
O 2.86 -1.53 1.06

Computed properties:
Molar mass (g mol⁻¹): 303.32
HOMO level (hartree): -0.3088
Lowest unoccupied orbital energy (eV): 0.216
SMILES: [H]/N=C(\N)NCCC[C@H](N)C(=O)N[C@@H](CCC(=O)O)C(=O)O
HOMO-LUMO gap (eV): 8.6184

It turns out *2* is the most stable, with the second structure 13.2 kcal/mol higher.